# C5H10O2

A single C5H10O2 molecule (ωB97M-V with the def2-TZVPD basis set, the OMol25 dataset).

HOMO-LUMO gap   8.5 eV
LUMO   0.145 eV
E_tot   -9438.5885 eV
HOMO level   -8.34 eV
Relative energy (zero: lowest compared OMol25 entry of this formula, charge and spin)   429.8 kJ/mol

```
! RIJCOSX wB97M-V def2-TZVPD def2/J DEFGRID3
* xyz 0 1
O 1.43 -0.48 0.24
H -0.26 -1.31 -1.72
C 0.11 -0.96 0.36
C -0.15 -1.89 -0.81
H 1.54 0.26 0.85
H 1.07 2.44 -1.32
H 0.22 -1.20 2.29
C 0.25 2.30 -0.60
H -1.05 -2.48 -0.62
H -1.87 -0.09 0.31
O -0.05 -1.73 1.52
C -0.47 1.04 -0.85
H -0.70 0.79 1.35
H 0.58 2.55 0.43
H -0.50 3.05 -0.91
H 0.70 -2.57 -0.91
C -0.84 0.28 0.38
*
```

# C5H10O2

A single C5H10O2 molecule in a non-equilibrium geometry (ωB97M-V with the def2-TZVPD basis set, the OMol25 dataset).

HOMO-LUMO gap   10.0 eV
SMILES   C/C=C(/C)C(O)O
LUMO   0.738 eV
E_tot   -9441.1506 eV
HOMO level   -9.26 eV
Relative energy (zero: lowest compared OMol25 entry of this formula, charge and spin)   182.6 kJ/mol

```
! RIJCOSX wB97M-V def2-TZVPD def2/J DEFGRID3
* xyz 0 1
H -1.96 -1.26 0.79
H -2.81 -1.19 -0.75
H 2.37 -0.27 0.53
O 1.93 -0.37 1.38
C -1.83 -1.37 -0.29
C 1.04 1.19 -0.94
H 1.58 1.85 -0.25
C -0.83 -0.41 -0.86
H 0.03 -1.00 1.62
O 0.12 1.06 1.96
H 1.78 0.68 -1.57
C 0.19 0.19 -0.21
H -0.06 1.81 1.38
C 0.56 -0.14 1.21
H -0.98 -0.19 -1.92
H 0.42 1.83 -1.58
H -1.54 -2.40 -0.51
*
```

# C5H10O2

2 unconnected molecules or ions with the total composition C5H10O2 (ωB97M-V with the def2-TZVPD basis set, the OMol25 dataset).

HOMO-LUMO gap   9.6 eV
SMILES   CO/C=C(/C)C=O.[H][H]
LUMO   0.604 eV
E_tot   -9440.0000 eV
HOMO level   -9.02 eV
Relative energy (zero: lowest compared OMol25 entry of this formula, charge and spin)   293.6 kJ/mol

```
! RIJCOSX wB97M-V def2-TZVPD def2/J DEFGRID3
* xyz 0 1
C 0.90 0.24 0.22
H 1.91 2.11 -0.03
H -0.42 1.42 -1.63
C -2.12 -1.75 0.18
C 1.32 1.59 0.73
C -0.35 -0.23 0.41
H -2.24 -2.82 0.01
H -2.51 -1.49 1.17
H 0.47 2.22 1.01
H -0.92 1.76 -2.06
H -2.69 -1.20 -0.59
C 1.91 -0.56 -0.48
H -1.11 0.40 0.88
H 1.58 -1.53 -0.89
H 1.96 1.49 1.61
O 3.06 -0.18 -0.64
O -0.73 -1.47 0.07
*
```

# C5H10O2

A single C5H10O2 molecule (ωB97M-V with the def2-TZVPD basis set, the OMol25 dataset).

HOMO-LUMO gap   10.8 eV
SMILES   CO[C@H]1C[C@H]1CO
LUMO   1.026 eV
E_tot   -9440.4485 eV
HOMO level   -9.82 eV
Relative energy (zero: lowest compared OMol25 entry of this formula, charge and spin)   250.3 kJ/mol

```
! RIJCOSX wB97M-V def2-TZVPD def2/J DEFGRID3
* xyz 0 1
C -1.00 -0.67 -0.01
C -1.81 0.51 -0.53
H -2.63 0.74 0.15
H 2.91 1.52 -0.02
H 2.94 -0.21 0.42
O -2.42 0.20 -1.78
H 2.11 0.95 1.47
H 1.04 -1.56 -0.24
H -1.17 1.40 -0.60
O 1.16 0.53 -0.35
H -1.44 -1.62 -0.28
H -0.29 -1.50 1.95
C 2.34 0.71 0.42
C -0.28 -0.62 1.31
H -1.71 -0.04 -2.40
H -0.30 0.32 1.84
C 0.51 -0.64 0.04
*
```

# C5H10O2

A single C5H10O2 molecule (ωB97M-V with the def2-TZVPD basis set, the OMol25 dataset).

HOMO-LUMO gap   10.4 eV
SMILES   COC[C@@H](C)C=O
LUMO   0.883 eV
E_tot   -9441.2474 eV
HOMO level   -9.56 eV
Relative energy (zero: lowest compared OMol25 entry of this formula, charge and spin)   173.2 kJ/mol

```
! RIJCOSX wB97M-V def2-TZVPD def2/J DEFGRID3
* xyz 0 1
C -1.03 -0.53 -1.33
O -0.38 1.43 0.59
H 0.09 -0.52 1.11
C 1.36 -1.31 -1.27
H -1.53 0.70 2.15
H -1.77 0.29 -1.19
C -0.93 1.58 1.88
H 1.29 -1.63 -2.32
H 1.10 -2.18 -0.66
C 0.40 -0.16 -1.00
H -0.15 1.72 2.64
C 0.44 0.29 0.46
O -1.38 -1.62 -1.71
H 1.48 0.53 0.76
H 2.39 -1.03 -1.06
H 0.66 0.72 -1.61
H -1.57 2.46 1.85
*
```

# C5H10O2

A single C5H10O2 molecule (ωB97M-V with the def2-TZVPD basis set, the OMol25 dataset).

HOMO-LUMO gap   10.3 eV
SMILES   COC[C@H]1C[C@H]1O
LUMO   0.987 eV
E_tot   -9440.3789 eV
HOMO level   -9.32 eV
Relative energy (zero: lowest compared OMol25 entry of this formula, charge and spin)   257.1 kJ/mol

```
! RIJCOSX wB97M-V def2-TZVPD def2/J DEFGRID3
* xyz 0 1
C -1.76 0.81 -0.13
O -1.36 1.97 0.53
H -0.50 1.80 0.95
C 1.94 -0.99 0.61
H 1.34 0.03 -1.54
C 0.72 0.49 -0.75
H -0.99 -0.45 -1.79
H 2.14 -1.18 1.67
O 1.31 0.27 0.52
H 1.32 -1.80 0.20
H -2.13 -1.36 0.27
H -0.83 -0.58 1.31
H 0.74 1.58 -0.89
C -0.72 -0.02 -0.84
H 2.90 -0.97 0.08
C -1.42 -0.55 0.40
H -2.73 0.96 -0.60
*
```